A molecular structure, C68H122F14N17O32S14 in a non-equilibrium geometry, computed with the ωB97M-V functional and the def2-TZVPD basis.

```
267
Properties=species:S:1:pos:R:3:forces:R:3:lowdin_charge:R:1
C 21.29843 14.89105 18.88994 -0.925 0.886 -0.269 -0.0525
C 20.92102 13.96170 20.03010 0.479 -1.258 -1.887 -0.1565
N 19.49066 13.97718 20.53330 0.255 2.465 1.088 -0.2678
C 19.30039 15.30436 21.29018 1.406 -0.742 -1.647 0.0578
C 18.50313 13.93653 19.39657 0.802 0.314 -0.373 -0.1492
C 17.03490 14.30714 19.59954 0.903 0.326 1.621 -0.0398
C 19.34217 12.83009 21.44097 -1.911 -1.719 -0.926 -0.1294
C 20.28586 12.77419 22.59225 -2.292 -1.666 2.864 -0.1713
O 19.78804 13.62207 23.67516 1.313 0.385 -1.375 -0.1937
C 20.88812 13.99978 24.52197 0.471 -1.036 -1.211 -0.0681
H 20.96426 15.87408 19.21597 0.492 0.351 -0.124 0.0380
H 20.74579 14.76566 17.95141 0.333 -0.498 0.111 0.0861
H 22.38340 14.94083 18.65886 -0.749 -0.269 0.537 0.1137
H 21.52514 14.28107 20.83630 0.676 -0.029 0.951 0.0837
H 21.14281 12.90486 19.75515 -0.120 0.627 0.328 0.1525
H 20.22166 15.60002 21.76868 0.149 -0.217 0.348 0.0932
H 18.51137 15.18990 21.96519 -1.242 0.056 0.861 0.0935
H 19.16298 16.00362 20.49109 -0.518 0.756 -0.076 0.0866
H 18.69309 12.92300 19.06089 -0.529 -0.078 -0.798 0.1365
H 18.90083 14.69748 18.70616 -0.098 -0.761 -0.047 0.1223
H 16.61233 13.95317 20.52985 -0.128 -0.649 0.205 0.0724
H 16.47810 13.89502 18.78596 -0.414 0.055 -0.536 0.0841
H 16.92878 15.38943 19.72076 -0.026 -0.103 -0.648 0.0873
H 19.62459 11.98400 20.80064 -0.237 -0.112 0.162 0.1354
H 18.21950 12.69263 21.62665 1.692 0.336 0.356 0.1708
H 21.25990 12.97645 22.23005 1.165 0.490 0.278 0.0991
H 20.28287 11.68598 23.05237 0.105 1.864 -1.216 0.1800
H 20.47593 14.38861 25.40802 -0.553 0.646 1.064 0.0479
H 21.65494 14.68738 24.08745 -0.770 -0.421 -0.063 0.1005
H 21.36780 13.05425 24.75441 0.614 0.021 0.415 0.0935
C 21.63832 18.76448 29.64911 -0.851 -0.330 0.684 -0.0489
C 21.00387 18.76050 28.28520 -2.030 -0.907 0.368 -0.1220
N 20.37082 17.39419 27.79399 0.744 -1.315 1.587 -0.2216
C 19.40021 17.59715 26.74238 -0.352 -0.885 -1.667 -0.0283
C 21.52252 16.52719 27.29072 -0.812 0.061 0.155 -0.1380
C 22.18503 17.09640 26.04988 0.840 -1.788 1.208 -0.0337
C 19.62142 16.57913 28.88900 1.329 1.169 -0.138 -0.0676
C 19.20140 15.14386 28.66598 0.335 0.310 -0.275 -0.2108
O 20.33379 14.32280 28.67022 -0.158 -0.961 0.278 -0.2139
C 20.08290 12.93521 28.89921 -1.304 -0.654 0.069 -0.0775
H 21.00443 18.52809 30.53941 0.025 0.432 -0.942 0.0941
H 22.05412 19.76362 29.79731 0.239 -0.274 -0.012 0.1014
H 22.38350 17.99968 29.65927 1.058 -0.166 0.162 0.0703
H 21.69700 19.05334 27.53951 0.673 -0.044 -0.650 0.0636
H 20.19028 19.45000 28.17932 -0.515 0.480 0.222 0.1249
H 18.45756 17.95763 27.11063 -0.202 0.443 0.342 0.1130
H 19.18444 16.64318 26.20149 0.316 0.506 0.608 0.1254
H 19.83747 18.26130 26.03280 -0.134 0.553 -0.479 0.0481
H 21.06954 15.54239 27.14817 0.335 0.308 -0.295 0.0933
H 22.17784 16.41884 28.16116 0.162 0.089 -0.372 0.1385
H 22.87123 16.30320 25.75996 0.334 -0.081 -0.137 0.0959
H 22.80858 17.92420 26.32102 0.053 0.803 -0.445 0.0608
H 21.53522 17.17582 25.21174 -0.547 0.696 -0.527 0.0707
H 18.72462 17.10883 29.03200 -1.194 0.921 0.252 0.1160
H 20.19262 16.71906 29.80102 0.183 -0.511 0.024 0.1244
H 18.56811 15.00731 27.76216 0.312 0.028 0.364 0.1420
H 18.58095 14.98430 29.55112 -0.203 -0.411 0.004 0.1380
H 21.03846 12.45160 29.03494 0.245 0.009 0.015 0.0842
H 19.55138 12.42278 28.05079 0.467 0.697 0.436 0.1010
H 19.44474 12.71742 29.80796 0.684 0.624 -0.716 0.1078
C 25.66976 22.67092 20.84682 -0.134 0.979 1.720 -0.0331
C 26.79984 22.01863 21.61777 -0.731 -0.842 -0.006 -0.1105
N 26.95546 20.46845 21.67545 0.564 1.252 1.327 -0.2384
C 28.31356 20.33517 22.38304 -0.274 -1.376 -0.397 0.0191
C 25.98480 19.75432 22.63005 -0.154 -0.141 0.136 -0.1187
C 24.56347 19.39273 22.12550 -0.126 -0.158 -0.554 -0.0506
C 26.93121 19.83530 20.37141 0.995 0.154 -2.206 -0.0963
C 27.88865 20.49341 19.36482 -0.474 -0.480 -0.829 -0.1853
O 27.35695 21.67062 18.81095 0.164 0.627 -0.703 -0.2190
C 28.25720 22.29808 17.86296 -0.208 -1.812 -0.226 -0.0543
H 25.87332 22.78086 19.81235 -0.007 0.019 -0.715 0.0461
H 25.57220 23.70352 21.31621 -0.008 -1.202 -0.722 0.1186
H 24.72575 22.16091 21.02640 -0.040 0.018 -0.042 0.0573
H 26.67682 22.25957 22.64248 -0.043 0.277 1.128 0.1176
H 27.78375 22.34754 21.35734 0.268 0.483 -0.581 0.1138
H 28.62025 19.28366 22.15594 0.179 0.937 0.345 0.1239
H 28.16862 20.46638 23.45182 -0.280 -0.138 0.057 0.1133
H 29.05082 21.10082 22.13705 -0.321 -0.418 -0.586 0.0667
H 26.04821 20.40362 23.49926 -0.835 0.161 0.061 0.0966
H 26.54366 18.88429 22.98739 -0.282 -0.314 -0.560 0.1280
H 24.51211 18.85321 21.15268 0.569 0.298 0.672 0.0569
H 23.93467 20.28179 21.97560 0.180 -0.128 0.359 0.0580
H 24.02232 18.69264 22.80349 0.691 0.727 -0.106 0.0934
H 25.93023 19.94953 19.93832 0.110 -0.646 0.356 0.1438
H 27.33451 18.81302 20.46048 -0.964 0.080 0.119 0.1347
H 28.11256 19.80404 18.50801 -0.089 0.045 0.941 0.1409
H 28.79261 20.71992 19.88746 1.096 0.105 0.147 0.1101
H 28.22785 23.35743 17.95386 -0.301 0.763 0.100 0.0775
H 28.05706 21.97366 16.81689 -0.064 0.459 1.022 0.0499
H 29.26293 21.94835 18.03571 0.531 0.058 0.289 0.0825
C 35.71697 26.09656 20.10569 1.859 0.355 0.631 -0.0595
C 34.55143 26.34230 20.99869 -0.912 -0.352 0.372 -0.1642
N 33.21651 26.66996 20.29717 1.391 0.455 2.283 -0.2545
C 33.37232 27.94367 19.58657 -1.007 1.061 0.782 0.0160
C 32.72603 25.69377 19.33461 0.053 -0.761 -0.567 -0.1922
C 32.36928 24.39051 19.94254 -1.482 -0.083 1.712 -0.0503
C 32.18408 26.76770 21.42406 0.096 -1.768 -0.510 -0.0804
C 32.60368 27.39994 22.67184 1.307 1.397 0.875 -0.2165
O 33.02719 28.71426 22.31354 -0.113 0.518 1.647 -0.2167
C 33.29326 29.53078 23.46754 -0.400 0.445 0.958 -0.0753
H 35.82169 25.11128 19.66806 -0.372 -0.059 -0.338 0.0821
H 36.57373 26.16781 20.83726 -0.550 -0.115 -0.875 0.1130
H 35.90395 26.91564 19.37898 -0.230 -0.682 0.335 0.0954
H 34.81073 27.21816 21.59795 -0.486 0.009 -0.179 0.1260
H 34.31827 25.53030 21.72933 0.412 0.374 -0.829 0.1444
H 33.62909 28.70288 20.30741 0.565 0.101 0.015 0.1018
H 32.39220 28.26315 19.24390 -0.044 -0.217 -0.477 0.1224
H 34.07427 27.83307 18.79803 0.421 -0.019 -0.691 0.0984
H 33.45824 25.50765 18.55084 0.118 0.581 -0.097 0.1488
H 31.84127 26.17625 18.94680 -0.194 -0.088 -0.660 0.1264
H 32.19252 23.68054 19.17870 0.116 -0.784 -0.662 0.0486
H 31.38979 24.50572 20.47577 0.830 -0.469 -0.355 0.1011
H 33.10443 24.03035 20.66969 -0.074 -0.135 -0.255 0.0926
H 31.95125 25.74480 21.72285 -0.128 0.124 -0.255 0.1112
H 31.34927 27.20372 20.93632 -1.021 0.580 -0.053 0.1451
H 33.41828 26.85532 23.18522 -0.045 0.120 -0.397 0.1341
H 31.84390 27.37500 23.45361 -0.610 0.251 -0.431 0.1265
H 32.36824 29.82314 24.06489 0.734 -0.490 -1.060 0.1104
H 33.77873 30.47041 23.14211 -0.215 -0.675 0.043 0.0964
H 33.93575 29.00902 24.21542 -0.124 0.201 -0.705 0.0973
C 32.74629 19.03120 21.88868 -1.316 1.430 3.063 0.0769
N 32.86748 17.75858 22.61807 1.038 0.063 -1.456 -0.0345
C 32.48057 17.53171 23.85955 0.045 -0.619 -1.091 0.0325
C 32.67301 16.30914 24.41731 -0.235 -0.926 2.165 0.0387
C 33.37311 15.32872 23.74662 -0.022 -1.153 0.160 -0.0897
C 33.66566 15.58409 22.40377 1.842 -1.423 0.821 0.0558
C 33.50044 16.81780 21.89654 -0.949 0.333 0.049 0.0204
C 33.81391 14.04635 24.47236 0.028 1.138 -0.317 -0.0549
C 34.91494 13.28797 23.99731 -0.263 0.462 0.753 0.0589
C 35.20118 12.15067 24.69226 -0.147 -1.133 -0.358 0.0063
N 34.45768 11.72359 25.73657 1.128 -0.147 -0.203 -0.0935
C 33.55172 12.49328 26.30377 -0.664 0.492 -0.246 0.0150
C 33.21031 13.67614 25.69289 -0.078 0.072 -1.067 0.0546
C 34.75821 10.38436 26.24777 0.159 -0.284 -0.336 0.0460
H 32.28104 19.78291 22.60865 0.955 -0.688 -1.126 0.1232
H 32.10544 18.89018 21.08008 -1.240 -0.335 -1.398 0.0806
H 33.69576 19.29225 21.51025 1.065 0.612 -0.110 0.1056
H 32.01576 18.30273 24.35955 -0.971 1.683 1.006 0.1357
H 32.29878 16.15296 25.45574 0.517 0.293 -0.995 0.1451
H 34.28706 14.91719 21.81840 -0.391 -0.278 -0.043 0.1391
H 33.82010 17.08347 20.91229 0.042 0.180 -0.536 0.1251
H 35.63350 13.53892 23.21238 -0.764 0.228 0.014 0.1464
H 35.94809 11.42831 24.36118 -0.023 0.390 0.120 0.1611
H 33.04360 12.13310 27.18375 0.042 -0.093 0.085 0.1585
H 32.37246 14.20388 26.11754 0.062 0.262 -0.040 0.1263
H 35.83361 10.35978 26.46121 -0.389 -0.419 -0.083 0.1246
H 34.41574 9.66333 25.49045 0.504 0.126 0.265 0.1293
H 34.17794 10.21677 27.13181 -0.121 -0.074 0.568 0.0984
C 15.07594 27.81420 22.06155 -1.024 -1.070 0.157 0.0458
N 15.92116 26.69658 21.50733 -0.373 -0.102 0.535 -0.0685
C 16.23264 25.71789 22.38672 0.365 -0.891 -0.332 0.0053
C 16.87922 24.58477 21.94676 0.544 -0.026 -0.735 0.0412
C 17.40830 24.49540 20.63826 -1.341 0.795 0.912 -0.1070
C 16.94285 25.44373 19.72172 0.328 0.323 0.708 0.0533
C 16.21491 26.53624 20.19198 -0.058 -0.458 0.102 0.0421
C 18.52287 23.58145 20.38711 -1.183 -0.257 -2.520 -0.1642
C 18.77645 23.01117 19.13535 -0.735 0.296 -0.913 0.0427
C 20.04922 22.68812 18.81298 0.512 0.032 1.372 0.0052
N 20.99144 22.70798 19.78581 0.481 -1.137 -1.145 -0.0340
C 20.70515 22.95794 21.06150 1.139 -0.540 -0.521 0.0312
C 19.49237 23.50437 21.30267 -0.220 1.306 3.054 0.0278
C 22.36818 22.36670 19.36833 0.447 -0.024 2.163 0.0209
H 14.07370 27.77809 21.57187 0.867 0.083 0.364 0.1249
H 15.52281 28.77066 21.96248 0.600 0.741 -0.548 0.0909
H 14.95326 27.65061 23.15252 0.038 -0.109 -0.841 0.1067
H 16.01345 25.82495 23.44684 -0.294 0.245 -0.414 0.1496
H 17.06068 23.72741 22.56788 0.066 0.181 0.699 0.1342
H 17.30882 25.41453 18.70775 -0.282 0.191 -0.100 0.1231
H 15.86046 27.28902 19.50771 -0.011 0.252 0.080 0.1528
H 18.07409 22.95509 18.31257 -0.306 0.198 0.299 0.1456
H 20.40861 22.44451 17.84062 -0.063 -0.199 -0.509 0.1459
H 21.40331 22.70904 21.86303 0.147 0.376 -0.397 0.1405
H 19.32992 24.05282 22.23925 0.307 -0.708 -0.092 0.1564
H 22.71640 21.60052 20.09464 -0.094 0.316 -0.824 0.0877
H 22.92812 23.27887 19.53804 0.350 0.137 -0.197 0.0559
H 22.44965 22.03360 18.34956 -0.380 -0.222 -0.205 0.0841
C 33.19449 18.41466 12.55572 -0.584 -1.155 0.564 0.0382
N 31.90754 18.92847 13.10515 -0.470 0.500 -0.491 -0.0453
C 31.60544 18.72124 14.40772 -1.036 1.758 -1.856 0.0297
C 30.47766 19.36209 14.94128 0.082 -1.556 1.030 0.0166
C 29.61042 20.04454 14.13326 -0.048 0.903 -1.926 -0.1193
C 29.94466 20.23647 12.73238 0.026 -0.186 0.852 0.0603
C 31.07089 19.64525 12.23589 0.970 -0.973 2.017 0.0265
C 28.32724 20.58170 14.65288 -0.343 1.461 -0.130 -0.1217
C 27.86156 21.90504 14.35092 1.382 -1.890 -1.058 0.0058
C 26.71552 22.39467 14.85677 -0.849 -1.046 1.292 -0.0044
N 25.98144 21.58690 15.68879 1.038 0.228 -1.071 -0.0685
C 26.36538 20.33639 15.96500 -0.918 -0.083 -0.250 0.0058
C 27.54210 19.81967 15.47698 0.362 -0.503 0.370 0.0348
C 24.85628 22.19179 16.38030 0.944 0.098 0.938 0.0478
H 33.03373 17.38179 12.21223 0.250 0.218 0.469 0.1197
H 33.96891 18.52367 13.30166 -0.048 -0.381 0.395 0.1061
H 33.56305 18.94565 11.71693 -0.276 0.979 -0.845 0.0864
H 32.26114 18.14140 14.99642 0.700 -0.474 0.440 0.0940
H 30.29480 19.18273 16.03015 0.065 0.339 -1.133 0.1348
H 29.37215 20.85292 12.03378 -0.161 -0.374 0.487 0.1380
H 31.40568 19.61085 11.21459 -0.090 0.416 -0.167 0.1397
H 28.46334 22.45387 13.66425 0.157 0.697 -0.151 0.1190
H 26.34149 23.39303 14.77287 0.100 0.332 -0.357 0.1370
H 25.64234 19.70042 16.46207 0.110 0.260 0.478 0.1169
H 27.84898 18.82501 15.79170 -0.215 0.055 -0.211 0.1456
H 25.31870 22.69318 17.25932 -0.697 -0.267 -0.330 0.1249
H 24.23677 21.36256 16.65205 -0.769 -0.073 0.413 0.0671
H 24.39289 22.91803 15.74242 -0.397 0.214 -0.251 0.1090
N 22.43532 19.20354 19.31236 0.908 -0.786 0.441 -0.2871
S 21.16132 18.61139 20.03414 0.810 -1.670 2.824 0.4786
O 21.37369 17.69826 21.17867 -0.088 1.894 -2.771 -0.2870
O 20.17698 18.35368 19.06801 -1.999 -1.308 -0.852 -0.2799
F 20.60482 19.89027 20.72002 0.164 1.152 0.720 -0.1546
S 22.60975 18.69287 17.82705 -0.301 0.917 -0.378 0.4973
O 22.23011 17.37249 17.50268 -0.294 -0.452 0.133 -0.2394
O 23.82975 19.15764 17.26170 0.957 0.519 0.296 -0.3009
F 21.55884 19.66839 17.12301 -0.177 -0.161 -0.377 -0.1895
N 31.47800 24.17875 24.27037 -1.100 -1.307 0.004 -0.3030
S 31.68653 22.61225 23.88378 -3.086 3.292 2.865 0.4531
O 31.37213 21.72385 24.96106 -0.479 -0.650 -0.713 -0.2986
O 32.90878 22.50982 23.25033 3.298 -0.678 -2.013 -0.2870
F 30.63581 22.27978 22.65923 0.358 0.112 0.788 -0.2484
S 30.05519 24.65249 25.00478 -1.033 -4.295 -1.970 0.4781
O 30.02306 24.68912 26.41760 0.692 0.376 0.182 -0.2426
O 28.89849 24.09083 24.32035 1.063 0.011 0.718 -0.3274
F 30.08344 26.04559 24.45301 0.445 3.010 -0.290 -0.1395
N 30.12284 22.99957 15.65249 0.748 3.133 -0.055 -0.2761
S 31.75886 22.84196 15.63160 -1.223 1.743 0.711 0.5191
O 32.52762 23.89756 15.06801 -0.268 0.299 0.726 -0.2520
O 32.03169 21.54982 15.16390 0.402 -2.118 -0.093 -0.2678
F 32.09879 22.80994 17.24387 -0.249 0.048 -1.569 -0.2222
S 29.59254 24.64131 15.62659 -1.259 -0.763 -0.457 0.6284
O 28.11792 24.63965 15.73923 2.887 -0.472 0.626 -0.3194
O 30.08651 25.53366 14.61824 0.259 -1.078 0.882 -0.2602
F 30.23857 25.19196 17.02591 -0.808 -0.454 -0.876 -0.2110
N 31.76469 18.42242 18.08832 -1.227 -0.586 0.788 -0.3255
S 33.18351 18.85889 17.75943 3.027 -0.387 -0.549 0.5501
O 33.42856 20.20879 18.15908 -0.219 -0.725 -0.686 -0.2628
O 33.66148 18.30778 16.48244 -0.276 1.019 2.285 -0.3037
F 34.07314 18.02571 18.95289 -0.585 0.508 -1.214 -0.2656
S 31.32115 16.90397 18.09231 -2.478 0.122 2.095 0.5535
O 32.10382 15.93635 18.78016 0.530 0.536 0.315 -0.2662
O 30.71177 16.51276 16.88117 -0.479 0.124 -0.815 -0.2535
F 30.01760 17.17697 19.19176 1.886 -0.403 -1.742 -0.2650
N 23.02064 20.57136 25.08023 0.183 -2.152 -2.055 -0.3132
S 23.82064 21.11507 26.22514 -0.371 2.971 1.493 0.4974
O 23.95954 20.13299 27.23633 0.416 -0.281 1.076 -0.2712
O 23.36899 22.46605 26.52487 1.508 -1.795 0.020 -0.2612
F 25.26022 21.16695 25.54159 -0.568 0.343 0.315 -0.1700
S 21.60737 20.55219 24.61104 -3.724 0.151 -1.116 0.5602
O 21.28591 21.76160 23.86730 -0.242 -1.061 0.612 -0.3038
O 20.54716 19.98766 25.49063 2.466 1.555 -1.316 -0.3223
F 21.65993 19.42147 23.46417 0.291 0.598 0.719 -0.1996
N 21.91450 25.60171 18.61848 0.376 0.217 -0.193 -0.3212
S 23.09400 26.23168 19.40090 0.566 -0.260 3.113 0.5258
O 23.88556 27.28183 18.87771 -0.329 -0.109 -0.786 -0.2372
O 23.74908 25.12511 20.06576 0.092 0.370 -0.750 -0.3292
F 22.36141 26.94292 20.67386 -0.044 -0.253 -0.903 -0.2068
S 20.58034 26.25532 18.16405 1.726 1.440 -2.214 0.5761
O 20.52386 27.67118 17.87576 0.221 -1.976 -0.017 -0.2458
O 19.53870 25.71745 18.95577 -1.430 -0.535 0.079 -0.2864
F 20.59991 25.41356 16.70798 -0.964 1.216 1.615 -0.2304
N 26.21320 14.86042 22.37101 2.097 0.037 -0.353 -0.2914
S 24.84316 14.22593 22.33211 -4.759 0.036 3.994 0.4313
O 23.78587 15.09761 21.84906 0.524 -0.864 -0.562 -0.3204
O 24.53566 13.66574 23.64566 0.725 -0.101 -1.693 -0.3233
F 24.89329 13.04553 21.31720 0.139 -0.464 -0.219 -0.1524
S 26.56064 15.49239 20.97860 2.931 -0.114 -0.458 0.4663
O 25.82724 16.67245 20.77177 -0.262 1.688 -0.634 -0.2664
O 26.83507 14.58283 19.93497 -0.996 -0.795 -0.928 -0.2531
F 28.09771 15.91753 21.24500 -0.627 0.710 0.939 -0.2193
```
Forces are in eV/Å.

Maximum force   0.1208 hartree/bohr
Charge   +3
HOMO energy   -12.98 eV
Relative energy (zero: lowest compared OMol25 entry of this formula, charge and spin)   0.0 kcal/mol
HOMO-LUMO gap   5.41 eV
E_tot   -353050.3864 eV
Molar mass   2404.7 g/mol